Computed, not measured: 2 unconnected molecules or ions with the total composition C2H11N2 in a non-equilibrium geometry, with ωB97M-V with the def2-TZVPD basis set.

Last column: Mulliken charge in e.
Element x y z (Å)
H (-3.246, 0.299, -0.207)  0.38
H (-2.626, 1.739, -0.397)  0.35
H (-0.057, 0.097, 1.195)  0.41
N (-0.158, -0.237, 0.238)  -0.36
H (2.120, -1.934, 0.172)  0.36
H (1.322, 1.132, -0.518)  0.33
H (-0.335, -1.259, 0.419)  0.41
H (3.191, -0.926, -0.627)  0.35
H (-0.995, 0.235, -0.145)  0.32
H (2.684, -0.433, 0.939)  0.34
H (-3.372, 1.482, 0.837)  0.37
C (1.150, -0.034, -0.571)  -0.22
N (-2.734, 1.030, 0.248)  -0.28
C (2.327, -0.878, -0.051)  -1.11
H (0.728, -0.312, -1.530)  0.34

Atomic forces in eV per Å
H 0.2 -2.2 -0.2
H 2.3 2.4 -2.6
H 0.3 0.4 0.3
N 0.3 -1.3 1.9
H -0.5 0.2 -0.2
H -0.1 -2.4 -0.3
H -0.1 0.8 -0.8
H 1.2 0.5 -1.8
H 1.0 -0.6 -0.3
H -0.5 -0.5 -1.2
H -0.9 0.6 3.5
C 0.0 1.9 -0.5
N -2.6 -0.4 -0.7
C -1.5 0.6 3.5
H 0.9 0.1 -0.6

Lowest unoccupied orbital energy (spin up / spin down) = -8.52 / -16.21 eV
Electronic energy = -5210.112 eV
Frontier orbital gap (spin up / spin down) = 11.816 / 4.115 eV
Total charge = +2
Multiplicity = 2
Relative energy (zero: lowest compared OMol25 entry of this formula, charge and spin) = 25.9 kcal per mole

---

Computed, not measured: 2 unconnected molecules or ions with the total composition C2H11N2O in a non-equilibrium geometry, with ωB97M-V with the def2-TZVPD basis set.

Last column: Mulliken charge in e.
Element x y z (Å)
O (0.715, 1.104, 1.597)  -0.50
H (-0.321, -0.153, -0.025)  0.39
C (1.711, 0.289, 1.062)  -0.37
N (-1.375, 0.051, -0.205)  -0.33
N (1.341, 0.056, -0.344)  -0.63
H (0.874, 1.358, 2.507)  0.31
H (2.703, 0.731, 1.183)  0.38
C (-1.811, -0.900, -1.318)  -0.75
H (-1.881, -0.049, 0.672)  0.37
H (2.035, -0.558, -0.745)  0.23
H (1.765, -0.712, 1.526)  0.32
H (-2.828, -0.566, -1.468)  0.36
H (-1.394, 1.040, -0.451)  0.36
H (1.308, 0.938, -0.846)  0.25
H (-1.218, -0.731, -2.218)  0.30
H (-1.624, -1.898, -0.923)  0.32

Atomic forces in eV per Å
O -0.8 0.1 -0.4
H -0.7 0.4 -0.4
C 0.8 -0.7 0.0
N 1.6 -0.7 -0.1
N -0.1 0.2 1.0
H 0.3 0.0 0.2
H 0.0 0.2 -0.1
C 0.0 1.3 1.0
H -0.2 -0.2 -0.1
H 0.0 -0.1 -0.4
H -0.2 0.3 0.0
H -0.4 -1.0 -0.5
H -0.2 -0.1 -0.2
H 0.5 0.0 -0.1
H 0.0 0.1 0.3
H -0.6 0.0 -0.3

Lowest unoccupied orbital energy = -3.11 eV
Electronic energy = -7273.610 eV
Frontier orbital gap = 11.202 eV
Total charge = +1
Relative energy (zero: lowest compared OMol25 entry of this formula, charge and spin) = 15.4 kcal per mole

---

Computed, not measured: 2 unconnected molecules or ions with the total composition C2H11N2O in a non-equilibrium geometry, with ωB97M-V with the def2-TZVPD basis set.

Last column: Mulliken charge in e.
Element x y z (Å)
H (1.999, -1.794, 0.664)  0.40
H (-2.042, -0.102, -0.750)  0.30
H (0.205, 0.926, -0.307)  0.46
O (0.030, -1.281, 1.014)  -0.60
N (-0.687, 1.181, 0.231)  -0.37
H (-0.638, 0.439, 0.945)  0.36
C (-1.989, 0.967, -0.554)  -0.76
H (2.554, 0.179, 0.142)  0.26
H (-2.752, 1.219, 0.201)  0.35
H (-2.044, 1.754, -1.287)  0.36
H (-0.658, 2.111, 0.662)  0.36
H (0.930, -1.927, -0.718)  0.35
H (2.093, -0.147, -1.327)  0.26
C (1.221, -1.293, 0.112)  -0.43
N (1.719, -0.051, -0.394)  -0.61
H (0.057, -2.182, 1.365)  0.34

Atomic forces in eV per Å
H 0.2 -0.3 0.3
H -0.1 0.4 -0.8
H -0.5 0.8 0.4
O 1.4 0.6 -1.0
N -0.2 -0.6 -0.6
H -0.2 0.3 0.3
C 0.5 0.8 2.6
H -0.3 0.5 0.1
H 0.0 -0.3 -0.5
H 0.0 -0.5 -0.9
H 0.2 -0.4 -0.2
H 0.0 -0.1 -0.2
H -0.4 -0.2 -0.4
C -0.5 -1.8 0.1
N 0.2 0.6 0.7
H -0.4 0.3 0.2

Lowest unoccupied orbital energy = -2.94 eV
Electronic energy = -7273.408 eV
Frontier orbital gap = 12.036 eV
Total charge = +1
Relative energy (zero: lowest compared OMol25 entry of this formula, charge and spin) = 20.0 kcal per mole